ORCA calculation (the ωB97M-V functional and the def2-TZVPD basis) on C9H15HoO5 as an isolated structure at a distorted geometry.

The value obtained for the HOMO-LUMO gap (spin up / spin down) is 5.84 / 5.81 eV. The calculation puts the strongest force on any atom at 3.373 eV Å⁻¹. The total charge is +1. The value obtained for the HOMO energy (spin up / spin down) is -10.228 / -10.209 eV. The spin multiplicity is 6. Its energy is -45601.3451 eV. The calculation puts the energy relative to the best compared isomer or geometry (same formula, charge and spin) at 1.263 eV.

Geometry (Å):
C  -2.5265  1.9173  -0.3918
O  -2.0690  0.6120  -0.0461
C  -2.2411  -0.3922  -0.9630
C  -2.0295  -1.7157  -0.3220
O  -0.8533  -1.5579  0.4793
C  -0.2301  -2.6796  1.0257
C  0.7796  -2.1937  2.0148
O  0.9970  -1.0119  2.1926
H  -2.0806  2.2184  -1.3495
H  -3.6213  1.9077  -0.4637
H  -2.1664  2.5846  0.3976
H  -2.5512  -0.1473  -1.9773
H  -2.8367  -1.9986  0.3759
H  -1.9065  -2.4895  -1.0916
H  -0.9661  -3.3244  1.5357
H  1.4017  -2.9591  2.5110
H  0.2983  -3.2686  0.2573
O  0.7332  2.2303  1.9481
C  1.5008  2.7751  0.8946
C  1.5579  1.8339  -0.2957
O  2.7968  1.0839  -0.3461
C  2.8386  0.0449  -1.1893
C  1.8064  -0.6879  -1.6439
Ho  -0.0672  0.5523  1.1579
H  2.5228  3.0627  1.2303
H  0.9903  3.6990  0.5401
H  1.3625  2.2919  -1.2787
H  3.8742  -0.2242  -1.4240
H  2.0503  -1.6821  -2.0239
H  0.6354  -0.4816  -1.7542